This record from the Open Molecules 2025 dataset describes an isolated ion of composition C3H8NOS and charge +1 at a distorted geometry. The level of theory is ωB97M-V/def2-TZVPD.

- Maximum force: 0.07554 Eh/bohr
- Net charge: +1
- Lowest unoccupied orbital energy: -7.3 eV
- SMILES: C[C@H](O)[N+](C)=S

Each line ends with the Mulliken charge.
Geometry (Å):
C  -0.282  0.972  -0.796  -1.08
C  -0.291  0.675  0.749  0.03
O  -0.084  1.667  1.600  -0.47
N  0.825  -0.445  0.886  0.22
C  0.420  -1.597  0.242  -0.75
S  2.115  -0.292  1.788  0.24
H  0.757  1.081  -1.189  0.36
H  -0.743  0.100  -1.238  0.38
H  -0.891  1.861  -1.088  0.40
H  -1.231  0.186  0.961  0.31
H  0.128  2.499  1.129  0.38
H  -0.654  -1.430  -0.005  0.33
H  1.067  -1.940  -0.617  0.32
H  0.590  -2.450  0.974  0.34

***

This record from the Open Molecules 2025 dataset describes a 2-piece molecular cluster, C3H8NP overall at a distorted geometry. The level of theory is ωB97M-V/def2-TZVPD.

- Maximum force: 0.08526 Eh/bohr
- Net charge: 0
- Lowest unoccupied orbital energy (alpha / beta): -1.0 / -1.0 eV

Each line ends with the Mulliken charge.
Geometry (Å):
C  -0.622  -1.285  -1.542  -0.70
C  2.341  0.462  0.595  -0.74
C  -2.107  0.490  0.812  -0.81
N  1.525  -0.217  -0.343  -0.31
P  -0.055  -0.183  -0.391  0.42
H  -1.698  -1.428  -1.575  0.23
H  -0.049  -1.450  -2.444  0.29
H  2.797  1.376  0.052  0.22
H  1.778  0.824  1.356  0.31
H  3.215  -0.045  0.978  0.26
H  -2.644  -0.406  0.406  0.23
H  -2.374  0.481  1.879  0.30
H  -2.105  1.380  0.218  0.32

***

This record from the Open Molecules 2025 dataset describes an isolated ion of composition C3H8NS and charge -1 at a distorted geometry. The level of theory is ωB97M-V/def2-TZVPD.

- Maximum force: 0.03703 Eh/bohr
- Net charge: -1
- Lowest unoccupied orbital energy: 4.2 eV
- SMILES: NCCC[S-]

Each line ends with the Mulliken charge.
Geometry (Å):
N  -0.451  2.064  -0.318  -0.63
C  -0.509  0.577  -0.559  -0.29
C  0.394  -0.147  0.437  -0.69
C  0.309  -1.689  0.285  -0.69
S  -1.113  -2.456  1.042  -0.67
H  0.289  2.215  0.357  0.24
H  -0.186  2.542  -1.164  0.23
H  -0.116  0.395  -1.559  0.27
H  -1.527  0.247  -0.388  0.22
H  -0.104  -0.037  1.414  0.24
H  1.411  0.254  0.415  0.34
H  0.442  -1.867  -0.798  0.24
H  1.161  -2.099  0.837  0.20

***

This record from the Open Molecules 2025 dataset describes an isolated ion of composition C3H8NS and charge -1 at a distorted geometry. The level of theory is ωB97M-V/def2-TZVPD.

- Maximum force: 0.03572 Eh/bohr
- Net charge: -1
- Lowest unoccupied orbital energy: 4.3 eV
- SMILES: C[C@@H](N)C[S-]

Each line ends with the Mulliken charge.
Geometry (Å):
C  -0.227  0.715  1.226  -1.18
C  -0.562  -0.091  -0.053  0.18
N  -0.626  0.868  -1.173  -0.84
C  0.535  -1.146  -0.268  -1.00
S  2.193  -0.436  -0.784  -0.67
H  0.106  1.734  0.996  0.29
H  -1.119  0.841  1.844  0.30
H  0.636  0.355  1.789  0.30
H  -1.479  -0.626  0.210  0.35
H  -0.763  0.307  -2.011  0.29
H  0.387  1.041  -1.265  0.32
H  0.273  -1.779  -1.124  0.31
H  0.646  -1.783  0.611  0.35

***

This record from the Open Molecules 2025 dataset describes an isolated ion of composition C3H8NS and charge +1 at a distorted geometry. The level of theory is ωB97M-V/def2-TZVPD.

- Maximum force: 0.06015 Eh/bohr
- Net charge: +1
- Lowest unoccupied orbital energy: -5.8 eV

Each line ends with the Mulliken charge.
Geometry (Å):
C  -1.581  1.180  0.076  -0.16
C  -0.515  -1.148  -0.466  -0.52
C  1.528  -0.010  0.603  -0.98
N  0.403  -0.074  -0.372  -0.32
S  -2.225  -0.260  -0.074  0.13
H  -2.167  2.085  0.178  0.33
H  -0.535  1.321  0.115  0.40
H  -0.830  -1.550  -1.500  0.40
H  -0.513  -1.964  0.297  0.39
H  2.178  0.860  0.393  0.36
H  1.265  0.193  1.619  0.36
H  2.283  -0.816  0.410  0.36
H  0.709  0.183  -1.280  0.27

***

This record from the Open Molecules 2025 dataset describes a 2-piece molecular cluster, C3H8NS overall at a distorted geometry. The level of theory is ωB97M-V/def2-TZVPD.

- Maximum force: 0.07384 Eh/bohr
- Net charge: +1
- Multiplicity: 3
- Expectation value of S²: 2.016
- Lowest unoccupied orbital energy (alpha / beta): -3.9 / -6.2 eV

Each line ends with the Mulliken charge.
Geometry (Å):
C  1.106  1.876  0.368  -0.47
C  1.030  0.991  -0.562  -0.28
C  0.044  -1.057  0.160  -0.46
N  -1.417  -0.908  0.043  -0.34
S  0.620  -2.320  -0.950  -0.10
H  1.543  2.855  0.187  0.26
H  0.771  1.731  1.386  0.23
H  1.262  0.831  -1.588  0.36
H  0.391  -1.132  1.181  0.49
H  -1.663  -0.880  -0.958  0.36
H  -1.733  -0.042  0.496  0.38
H  -1.927  -1.704  0.469  0.36
H  1.898  -2.229  -0.616  0.21

***

This record from the Open Molecules 2025 dataset describes a 2-piece molecular cluster, C3H8NS3 overall. The level of theory is ωB97M-V/def2-TZVPD.

- Maximum force: 0.01462 Eh/bohr
- Net charge: +1
- Lowest unoccupied orbital energy: -4.2 eV

Each line ends with the Mulliken charge.
Geometry (Å):
C  -0.619  0.932  -0.587  -0.52
C  0.500  0.493  -1.533  -0.44
C  1.107  0.413  0.938  0.25
N  -0.053  1.003  0.744  -0.18
S  1.839  -0.189  -0.485  0.03
S  -0.218  -2.153  1.616  -0.23
S  1.845  0.391  2.491  -0.03
H  -1.011  1.911  -0.872  0.32
H  -1.445  0.212  -0.588  0.28
H  0.181  -0.282  -2.226  0.37
H  0.929  1.325  -2.091  0.36
H  -0.595  1.380  1.510  0.24
H  -1.502  -2.491  1.608  0.16
H  0.183  -3.410  1.693  0.18
H  2.941  -0.278  2.118  0.21

***

This record from the Open Molecules 2025 dataset describes an isolated ion of composition C3H8NS3 and charge +1 at a distorted geometry. The level of theory is ωB97M-V/def2-TZVPD.

- Maximum force: 0.06373 Eh/bohr
- Net charge: +1
- Lowest unoccupied orbital energy (alpha / beta): -5.4 / -5.5 eV

Each line ends with the Mulliken charge.
Geometry (Å):
C  1.030  0.771  -0.604  -0.65
C  0.872  -0.425  -1.607  -0.56
C  -0.787  -0.247  0.885  0.19
N  -0.283  0.926  0.156  -0.36
S  0.936  -1.973  -0.699  -0.01
S  -2.431  -0.594  0.510  -0.12
S  -0.151  -0.195  2.530  -0.12
H  2.015  0.549  -0.034  0.31
H  1.215  1.563  -1.323  0.39
H  -0.180  -0.240  -2.022  0.30
H  1.820  -0.443  -2.286  0.40
H  -0.266  1.860  0.766  0.43
H  -1.029  1.120  -0.632  0.44
H  -2.662  -1.240  1.621  0.20
H  -0.098  -1.431  2.740  0.17

***

This record from the Open Molecules 2025 dataset describes C3H8NiO3 as an isolated structure at a distorted geometry. The level of theory is ωB97M-V/def2-TZVPD.

- Maximum force: 0.03360 Eh/bohr
- Net charge: 0
- Multiplicity: 3
- Expectation value of S²: 2.010
- Lowest unoccupied orbital energy (alpha / beta): -0.5 / -1.0 eV

Each line ends with the Mulliken charge.
Geometry (Å):
O  -4.806  -0.748  2.403  -0.72
C  -3.453  -0.525  2.168  -0.09
C  -2.539  -1.743  2.326  -0.66
O  -2.389  -2.213  3.650  -0.34
C  -3.453  -3.090  4.120  -0.71
H  -3.055  0.270  2.835  0.29
H  -3.290  -0.161  1.131  0.30
H  -1.531  -1.470  1.975  0.34
H  -2.901  -2.566  1.679  0.33
H  -3.282  -3.041  5.211  0.54
H  -3.260  -4.038  3.568  0.48
Ni  -5.170  -2.169  3.493  0.18
H  -1.399  -4.192  4.718  0.40
O  -1.431  -5.048  5.194  -0.65
H  -1.581  -5.743  4.549  0.31

***

This record from the Open Molecules 2025 dataset describes C3H8O in the gas phase. The level of theory is ωB97M-V/def2-TZVPD.

- Maximum force: 0.00679 Eh/bohr
- Net charge: 0
- Lowest unoccupied orbital energy: 1.1 eV
- SMILES: CCCO

Each line ends with the Mulliken charge.
Geometry (Å):
C  -1.276  -0.101  -0.852  -1.09
C  -0.200  0.547  0.019  -0.20
C  0.783  -0.469  0.556  -0.55
O  1.734  0.102  1.443  -0.53
H  -0.916  -0.211  -1.874  0.30
H  -1.548  -1.091  -0.480  0.31
H  -2.203  0.465  -0.875  0.32
H  -0.631  1.077  0.877  0.25
H  0.349  1.291  -0.571  0.27
H  1.289  -0.974  -0.280  0.29
H  0.261  -1.247  1.121  0.33
H  2.357  0.610  0.915  0.30